A molecular structure, C33H37IN4PdSSi. Source: OMol25; level of theory: ωB97M-V/def2-TZVPD.

Structure (ORCA input):
```
! RIJCOSX wB97M-V def2-TZVPD def2/J DEFGRID3
* xyz 0 3
Pd -0.0321 0.1921 0.3395
I 2.7197 0.3139 -0.2402
C 2.5598 2.4614 -0.0584
C 3.7295 3.1621 0.0386
C 3.6937 4.5591 0.1490
C 2.4941 5.2087 0.1073
C 1.2833 4.4975 -0.0253
C 0.0584 5.1834 -0.1345
C -1.1129 4.4959 -0.2697
C -1.1118 3.0889 -0.2436
C 0.0600 2.3623 -0.1507
C 1.2896 3.0692 -0.0670
H 4.6756 2.6443 0.0220
H 4.6197 5.1032 0.2541
H 2.4458 6.2863 0.1662
H 0.0744 6.2634 -0.1330
H -2.0502 5.0193 -0.3879
H -2.0694 2.5923 -0.3367
C -2.1892 -0.0829 0.0487
Si -2.5325 -1.7763 0.7400
C -1.2854 -2.9923 -0.0742
N 0.0503 -2.3866 -0.1413
C 0.8407 -2.6786 1.0808
C 2.0871 -3.5260 0.8180
C 1.7109 -4.7464 -0.0118
C 1.1033 -4.3072 -1.3562
C 0.7631 -2.8089 -1.3466
C -4.2849 -2.3156 0.2342
C -5.3457 -2.2603 1.1317
C -6.6424 -2.5166 0.7244
C -6.9064 -2.8303 -0.5976
C -5.8640 -2.8869 -1.5064
C -4.5719 -2.6264 -1.0913
C -2.5005 -1.7856 2.6420
C -2.3740 -2.9567 3.3833
C -2.4820 -2.9466 4.7640
C -2.7201 -1.7577 5.4325
C -2.8427 -0.5817 4.7143
C -2.7347 -0.6032 3.3359
H -2.8224 0.6984 0.4688
H -2.2147 -0.0335 -1.0479
H -1.6318 -3.1698 -1.0931
H -1.2494 -3.9774 0.4054
H 0.1980 -3.2056 1.7954
H 1.1467 -1.7348 1.5506
H 2.5062 -3.8302 1.7779
H 2.8521 -2.9445 0.2962
H 0.9870 -5.3411 0.5540
H 2.5870 -5.3752 -0.1740
H 0.1978 -4.8806 -1.5629
H 1.8031 -4.4944 -2.1724
H 0.1407 -2.5614 -2.2129
H 1.6803 -2.2186 -1.4347
H -5.1449 -2.0085 2.1621
H -7.4501 -2.4635 1.4396
H -7.9186 -3.0254 -0.9190
H -6.0600 -3.1255 -2.5420
H -3.7699 -2.6572 -1.8140
H -2.2133 -3.8983 2.8764
H -2.4001 -3.8697 5.3219
H -2.8257 -1.7480 6.5076
H -3.0359 0.3509 5.2315
H -2.8495 0.3189 2.7834
C 2.8641 -1.2866 5.2256
C 1.3420 -1.2096 5.3717
C 0.7516 -0.1989 4.4612
N 0.7427 -0.2994 3.1887
N 0.1506 0.7032 2.5467
C -0.3221 1.6295 3.3312
N -0.9774 2.7047 2.8845
S -0.0320 1.2780 5.0297
H 3.2475 -2.0786 5.8640
H 3.3270 -0.3461 5.5183
H 3.1402 -1.5054 4.1970
H 1.0798 -0.9688 6.4034
H 0.9047 -2.1772 5.1122
H -1.0040 2.8200 1.8723
H -1.1748 3.4803 3.4854
*
```

Summary:
HOMO level (alpha / beta) ... -5.949 / -7.643 eV
Frontier orbital gap (alpha / beta) ... 6.317 / 7.512 eV
<S²> ... 2.009
LUMO level (alpha / beta) ... 0.368 / -0.131 eV
Molar mass ... 783.16 g/mol
Calculated total energy ... -71073.71894 eV